Record 1
Molecular formula: C37H60AsCoN5SSi3Te
Method: DFT, wB97M-V/def2-TZVPD

As for the expectation value of S²: 3.76. The spin multiplicity is 4. As for the net charge: 0. Its energy above the lowest of the compared OMol25 structures with the same formula, charge and spin is 0.00 kJ/mol. Its HOMO-LUMO gap (spin up / spin down) is 0.234 / 0.233 Ha.

Each line ends with the Löwdin spin population.
CARTESIAN COORDINATES (ANGSTROEM)
As -1.032 -1.709 -0.363  0.023
H 2.399 -1.207 0.857  0.000
H -2.962 -0.487 2.114  0.000
C 0.438 1.359 2.122  0.012
C 2.538 0.957 -2.879  0.003
H -1.552 0.996 -3.283  0.001
N -1.412 3.486 -0.724  0.049
C 2.144 1.541 0.254  0.003
C -1.626 3.044 -3.122  0.002
C 3.049 2.676 -4.514  0.003
H 5.994 0.701 -0.833  0.000
H -2.938 -2.674 -4.128  0.000
H -2.396 3.338 -0.498  0.001
C 5.666 1.413 1.185  0.000
H -1.322 3.411 -4.106  0.001
H -4.527 -1.305 2.190  0.000
H 2.664 -2.648 -0.142  0.000
H -0.072 1.685 -3.207  0.000
H -0.736 1.513 5.286  0.000
H 1.563 -5.037 1.120  0.000
H -2.866 -4.808 -2.030  0.000
H 3.177 3.580 2.002  0.000
H -3.137 -1.974 3.053  0.000
C 0.468 1.382 3.529  0.002
C -7.867 0.138 0.807  0.001
H -2.853 1.600 1.578  0.002
C 1.753 1.257 4.309  0.000
C -5.574 0.667 -0.014  0.009
S -7.123 0.408 -0.714  0.003
H 3.432 0.587 -4.784  0.000
C -0.733 1.386 1.370  0.046
C 6.580 1.795 2.160  0.000
N 1.728 1.280 1.509  0.003
H -4.565 -1.475 -1.078  0.000
C -6.960 0.236 1.816  0.000
H -3.953 -4.562 1.564  0.000
H 0.107 -3.531 -4.338  0.000
C -2.415 -2.003 -3.440  0.000
H -0.247 4.412 -2.180  0.000
Si 0.491 -2.818 1.084  0.003
H -0.994 4.047 0.007  0.002
Co -0.795 1.347 -0.670  2.700
H 1.716 4.023 -1.711  0.000
Si -1.204 -2.969 -2.379  0.004
H 1.157 -3.673 -2.923  0.000
H 6.966 -0.099 0.396  0.000
H -4.792 0.658 1.993  0.000
H 2.430 2.099 4.143  0.000
C 0.534 -4.700 0.967  0.001
H -0.085 -5.167 1.731  0.000
C 0.377 -3.064 -3.385  0.000
C -0.737 1.498 4.202  0.002
H 3.874 1.629 -0.799  0.000
H 7.002 3.046 3.848  0.000
N 3.510 1.695 0.138  0.001
H -1.919 4.954 -2.202  0.002
C 3.038 1.347 -4.120  0.000
H 2.862 -2.741 1.608  0.000
C 0.019 -2.292 2.818  0.000
C 2.006 1.937 -2.031  0.001
H -0.907 -2.761 3.152  0.000
Si -3.059 -2.510 0.632  0.003
H -1.597 -5.249 -3.172  0.000
C 2.270 -2.287 0.807  0.000
C 2.066 3.276 -2.412  0.003
H -8.922 -0.076 0.878  0.000
H 2.612 4.695 -3.920  0.000
H 5.243 -0.474 0.243  0.000
C -2.945 -4.288 1.234  0.002
C -1.911 1.544 2.115  0.013
H -4.391 -3.219 -1.353  0.000
H -5.395 -2.627 -0.027  0.000
H 3.368 -0.570 -1.637  0.000
H 1.540 1.216 5.376  0.000
H 2.299 0.340 4.058  0.000
H -1.870 -1.277 -4.051  0.000
N 1.373 1.588 -0.801  0.038
C 2.618 -0.466 -2.424  0.000
Te -3.922 1.085 -1.238  0.035
H -2.868 1.706 4.031  0.000
C 4.128 3.067 2.065  0.000
H 1.673 -0.805 -1.998  0.000
C -5.649 0.535 1.346  0.001
H 0.206 -5.078 -0.001  0.000
C 5.048 3.414 3.042  0.000
C 5.985 0.327 0.196  0.000
C -1.277 4.080 -2.056  0.004
C -1.794 -4.748 -2.219  0.002
C -1.929 1.601 3.498  0.002
H 3.438 2.951 -5.485  0.000
N -1.014 1.727 -2.827  0.017
H -2.705 2.901 -3.134  0.000
H -2.281 -4.401 2.090  0.000
H 2.487 1.185 2.163  0.000
C 2.578 3.649 -3.644  0.000
C -4.474 -2.446 -0.588  0.001
H 0.812 -2.585 3.514  0.000
H 0.785 -2.080 -3.607  0.000
H -2.644 -4.996 0.466  0.000
C 6.278 2.778 3.091  0.000
C -3.446 -1.464 2.139  0.000
C 4.427 2.062 1.151  0.000
H -7.211 0.102 2.859  0.000
H -3.159 -1.450 -2.866  0.000
H -0.116 -1.210 2.883  0.000
H 4.804 4.192 3.754  0.000
H 2.904 -1.124 -3.242  0.000
H 7.542 1.299 2.194  0.000
H -1.283 -5.311 -1.440  0.000

Record 2
Molecular formula: C4H5NO2
Method: DFT, wB97M-V/def2-TZVPD

As for the net charge: 0. The SMILES is C=NCC(=O)C=O. Its energy above the lowest of the compared OMol25 structures with the same formula, charge and spin is 210.21 kJ/mol. Its HOMO-LUMO gap is 0.341 Ha.

Each line ends with the Löwdin charge.
CARTESIAN COORDINATES (ANGSTROEM)
N 1.155 -0.108 0.053  -0.018
O -1.373 1.765 1.588  0.086
C 1.899 -0.913 -0.574  -0.031
O -1.187 0.199 -1.483  0.115
C -0.122 -0.619 0.522  -0.160
H -0.318 -1.667 0.247  0.121
H -1.827 2.378 -0.304  0.132
H -0.271 -0.463 1.594  0.116
C -0.987 0.330 -0.299  -0.353
H 2.705 -0.515 -1.187  0.074
C -1.436 1.614 0.394  -0.162
H 1.761 -1.999 -0.551  0.080

Record 3
Molecular formula: As6CrF36NO3
Method: DFT, wB97M-V/def2-TZVPD

As for the expectation value of S²: 6.00. The spin multiplicity is 5. As for the net charge: -5. Its HOMO-LUMO gap (spin up / spin down) is 0.282 / 0.286 Ha.

Each line ends with the Löwdin spin population.
CARTESIAN COORDINATES (ANGSTROEM)
F 3.179 2.569 -1.383  0.001
F -1.067 0.965 1.490  0.023
As 0.184 1.078 -3.765  0.002
F -4.297 1.045 -1.699  0.001
F -4.604 -0.538 0.119  0.001
F 1.788 0.442 -3.790  0.001
N -1.625 -2.676 1.800  0.003
F -1.358 2.038 3.684  0.000
F -5.418 -1.074 -2.135  0.000
F 1.095 -3.574 -2.424  0.000
As -3.863 -0.616 -1.439  0.002
F -1.404 1.696 -3.746  0.001
F 0.421 1.802 -5.358  0.000
F 1.257 1.474 -0.232  0.023
F 1.742 -3.927 -0.142  0.000
F -3.160 -0.718 -2.999  0.001
F -0.369 -0.377 -4.491  0.001
O -1.627 -2.378 2.993  0.005
F -2.312 -0.080 -0.740  0.028
F -0.076 0.406 -2.143  0.027
As 2.342 -2.938 -1.403  0.000
F -3.203 0.785 2.726  0.000
O -2.113 -3.755 1.419  0.003
F -3.385 3.236 2.987  0.000
As 2.114 -0.901 3.218  0.002
F 3.697 -1.173 2.577  0.001
F 3.472 -4.220 -1.780  0.000
As 2.398 2.784 0.156  0.001
As -2.253 2.114 2.218  0.001
F 1.212 -1.629 -0.923  0.022
F 1.735 -2.514 2.809  0.001
F 3.492 1.664 0.835  0.000
F 0.813 2.524 -3.076  0.001
F 3.519 -2.236 -0.430  0.000
F 1.349 3.945 -0.587  0.000
F 0.613 -0.558 3.932  0.001
F -1.298 3.453 1.708  0.000
F 2.605 0.720 3.581  0.001
F 1.642 3.069 1.655  0.000
F -3.461 -2.254 -1.175  0.001
F -3.145 2.195 0.760  0.001
Cr -0.119 -0.230 0.051  3.790
F 2.696 -1.434 4.800  0.000
O -1.140 -1.898 0.948  0.022
F 3.551 4.094 0.509  0.000
F 2.871 -2.018 -2.743  0.000
F 1.509 -0.379 1.628  0.032

Record 4
Molecular formula: C2H9NOS2
Method: DFT, wB97M-V/def2-TZVPD

As for the expectation value of S²: 0.75. The spin multiplicity is 2. As for the net charge: -1. Its energy above the lowest of the compared OMol25 structures with the same formula, charge and spin is 137.41 kJ/mol. Its HOMO-LUMO gap (spin up / spin down) is 0.081 / 0.291 Ha.

Each line ends with the Löwdin spin population.
CARTESIAN COORDINATES (ANGSTROEM)
H -0.326 -1.511 -2.822  0.004
H 3.449 1.969 1.278  0.005
S 0.849 1.628 1.379  0.341
C -1.009 -2.306 -3.142  0.003
H -0.744 -3.335 -2.694  0.000
H -2.446 -1.238 -2.212  0.002
S 0.098 0.605 2.905  0.523
C 2.534 2.315 1.777  0.033
H -1.448 -1.482 -4.975  0.001
H 2.904 2.290 2.838  0.004
H -1.842 -2.975 -4.851  0.000
O -2.233 -2.183 -2.437  0.006
H -0.465 1.569 3.672  0.072
H 2.593 3.422 1.654  0.005
N -1.090 -2.353 -4.602  0.001

Record 5
Molecular formula: C2H11NO3
Method: DFT, wB97M-V/def2-TZVPD

As for the expectation value of S²: 0.75. The spin multiplicity is 2. As for the net charge: +1. Its energy above the lowest of the compared OMol25 structures with the same formula, charge and spin is 61.11 kJ/mol. Its HOMO-LUMO gap (spin up / spin down) is 0.451 / 0.250 Ha.

Each line ends with the Löwdin spin population.
CARTESIAN COORDINATES (ANGSTROEM)
O -1.864 -0.032 -1.416  0.008
H 1.069 -1.480 -0.641  0.000
H 0.157 0.320 2.295  0.006
H -0.197 -0.699 0.854  0.070
H -1.915 0.995 1.740  0.020
H 1.440 1.781 0.745  0.004
H 2.945 0.320 0.204  0.000
H -2.329 0.008 -2.258  0.000
O 2.131 -0.189 0.310  0.001
H 0.927 1.017 -0.747  0.000
H -1.497 -0.929 -1.377  0.000
H 0.488 -2.737 -1.262  0.000
H -1.533 1.076 0.096  0.017
C -0.033 0.337 1.227  0.127
N -1.177 1.175 1.059  0.696
O 0.307 -1.799 -1.145  0.014
C 1.082 0.837 0.316  0.037